This record from the OMol25 dataset describes C15H21NO2 in the gas phase. The level of theory is ωB97M-V/def2-TZVPD.

ORCA input file:
```
! RIJCOSX wB97M-V def2-TZVPD def2/J DEFGRID3
* xyz 0 1
H 0.584 -0.091 2.433
H -3.145 1.366 1.164
H 3.207 0.948 1.256
H 2.293 2.173 -3.106
H 2.352 1.726 2.605
C 0.057 -3.776 -0.497
C 2.230 1.104 1.717
H -0.407 -4.454 -1.211
H -4.198 -2.160 0.425
C 1.700 -1.317 1.055
H 1.980 4.455 -3.918
C 1.538 2.820 -2.678
C -0.894 -2.676 -0.131
C -2.253 -2.931 0.003
H 1.425 -2.284 1.495
O 0.401 2.561 1.174
H 0.102 1.395 -1.998
H -0.991 0.647 0.531
C -1.354 -0.359 0.387
H 2.724 -1.390 0.672
H 2.170 -0.616 3.011
C 1.626 -0.241 2.142
H 0.963 -3.365 -0.937
H 0.333 -4.356 0.385
H -4.358 0.162 1.630
H -2.611 -3.939 -0.153
O 0.894 -1.052 -0.078
H 0.634 4.709 -2.703
C 1.302 1.851 0.770
H -4.269 0.722 -0.037
C -0.452 -1.368 0.076
H 2.210 0.942 -0.808
C 0.721 2.204 -1.583
C -3.674 0.473 0.842
C -3.147 -1.929 0.326
N 1.570 1.672 -0.538
C 1.379 4.052 -3.120
H 0.068 2.946 -1.118
C -2.708 -0.625 0.516
*
```

SMILES	C=CCNC(=O)CCCOc1cc(C)ccc1C
HOMO level	-8.69	eV
calculated total energy	-21480.713	eV
F_max	0.644	eV/A
relative energy (zero: lowest compared OMol25 entry of this formula, charge and spin)	0.982	eV

---

This record from the OMol25 dataset describes C10H17N in the gas phase at a distorted geometry. The level of theory is ωB97M-V/def2-TZVPD.

ORCA input file:
```
! RIJCOSX wB97M-V def2-TZVPD def2/J DEFGRID3
* xyz 0 1
N -0.233 -0.558 2.798
H -1.696 0.447 1.005
H 0.152 2.783 -1.142
H -1.205 -1.693 0.829
H -1.204 -0.048 2.610
H 2.237 1.255 -0.203
H 1.516 -0.975 1.730
C 0.447 0.830 0.968
C -1.079 -0.473 -1.480
C 1.463 -0.514 -0.973
C 0.475 -0.561 1.531
H 0.748 1.521 1.760
C 0.147 -1.320 -0.858
H -1.738 1.643 -1.458
H 0.275 -2.280 -1.401
H -0.345 -1.469 3.213
C 0.351 1.703 -1.310
H 0.162 -2.639 0.831
H 2.414 -1.065 -0.577
H -0.935 -0.510 -2.599
H -1.973 -1.014 -1.216
C -0.175 -1.587 0.573
C -0.983 0.979 -1.027
C 1.267 0.853 -0.362
C -0.959 1.145 0.472
H 1.557 -0.316 -2.059
H -1.285 2.126 0.778
H 0.600 1.738 -2.435
*
```

SMILES	N[C@H]1C[C@H]2C[C@@H]3C[C@H](C2)[C@H]1C3
HOMO level	-8.75	eV
calculated total energy	-12135.198	eV
F_max	3.415	eV/A
relative energy (zero: lowest compared OMol25 entry of this formula, charge and spin)	1.822	eV

---

This record from the OMol25 dataset describes C24H34O7 in the gas phase. The level of theory is ωB97M-V/def2-TZVPD.

ORCA input file:
```
! RIJCOSX wB97M-V def2-TZVPD def2/J DEFGRID3
* xyz 0 1
H -4.870 3.332 -1.898
O -0.758 -1.368 1.718
C -0.378 1.362 -1.911
H -4.289 3.662 -0.241
C -5.401 -2.121 0.363
H 5.822 2.424 2.229
C -0.241 -2.408 -0.285
H 1.283 1.810 1.115
H 1.905 -0.211 -1.088
H -2.674 2.578 -1.503
H 5.726 3.919 1.297
C -2.772 1.530 -1.271
H -0.626 -1.030 3.717
H 3.847 -2.959 -0.296
C -0.597 -1.526 -1.233
C -2.953 -1.147 -0.639
H 3.635 1.059 -1.877
H -6.035 3.523 -0.564
H -6.411 -2.216 0.758
C -5.050 3.146 -0.834
H -5.291 -2.769 -0.513
H 4.819 -3.699 -1.574
H 0.318 0.636 -2.321
H 5.056 2.536 -0.651
H -4.680 -2.426 1.128
C 0.990 1.182 0.272
C -2.375 -0.033 2.918
C 3.952 2.687 1.177
H -2.832 0.114 3.892
H 0.005 -1.471 -2.131
H 2.734 -0.051 0.445
C -1.741 -0.636 -1.123
H 3.301 3.514 0.885
O 1.431 -3.885 0.527
C 3.907 -3.147 -1.365
C 2.703 -3.962 -1.815
H 2.650 -4.899 -1.253
H 2.744 -4.171 -2.886
H -1.844 0.872 2.634
O -5.258 -0.762 0.020
H 4.847 3.771 2.819
H 3.391 2.033 1.846
C -1.660 0.714 -1.461
H 3.939 -2.195 -1.890
H -3.011 -2.202 -0.432
C -0.972 -2.488 1.025
H -0.597 2.126 -2.658
H -3.157 -0.216 2.185
C 4.373 1.912 -0.069
H -1.935 -2.140 3.224
H 0.316 0.403 0.637
C 0.959 -3.264 -0.392
O 0.022 3.224 -0.484
C 0.219 2.052 -0.690
C 3.209 1.508 -0.976
C 2.227 0.514 -0.340
O -5.082 1.768 -0.550
H 4.923 1.017 0.231
O 1.486 -3.238 -1.627
H 2.669 2.406 -1.286
C -4.058 -0.343 -0.460
C -1.413 -1.209 2.980
C -3.965 1.036 -0.774
O -1.645 -3.412 1.392
C 5.161 3.235 1.927
*
```

SMILES	CCCCCCC(=O)Cc1cc(OC)c(OC)cc1C=C(C(=O)OCC)C(=O)OCC
HOMO level	-8.13	eV
calculated total energy	-39772.010	eV
F_max	0.694	eV/A
relative energy (zero: lowest compared OMol25 entry of this formula, charge and spin)	1.212	eV

---

This record from the OMol25 dataset describes C6H13NO4 in the gas phase at a distorted geometry. The level of theory is ωB97M-V/def2-TZVPD.

ORCA input file:
```
! RIJCOSX wB97M-V def2-TZVPD def2/J DEFGRID3
* xyz 0 1
C -0.711 -0.312 0.803
O 1.894 1.180 1.763
H -1.764 1.050 -2.062
H 0.302 -0.666 -2.610
H 0.028 1.731 -0.291
C 1.658 -0.250 1.706
N 1.211 0.079 -0.759
H 2.063 0.608 -0.463
O -0.644 -0.511 -2.674
O -1.503 -1.930 -0.606
H -1.217 0.885 2.255
H -1.462 -1.990 -1.563
C 0.207 1.151 -1.147
H 1.318 -0.639 2.680
H 0.769 -1.675 0.343
C -1.569 -0.541 -0.442
H 0.681 1.744 -1.900
H 1.006 1.491 1.829
H 2.579 -0.781 1.589
O -0.943 1.027 1.316
H -1.042 -1.091 1.569
H -2.628 -0.289 -0.223
C 0.795 -0.600 0.498
C -1.025 0.328 -1.611
*
```

SMILES	OC[C@@H]1NC[C@@H](O)[C@@H](O)[C@@H]1O
HOMO level	-9.42	eV
calculated total energy	-16111.646	eV
F_max	2.850	eV/A
relative energy (zero: lowest compared OMol25 entry of this formula, charge and spin)	1.152	eV